(1)
86
Properties=species:S:1:pos:R:3:forces:R:3:lowdin_charge:R:1 method="wB97M-V/def2-TZVPD" relative_energy_kj_mol=135.51 gap_ev=6.60 charge=-1 lumo_ev=2.64
Pd -0.983641 1.067837 -0.088994 -0.52 0.54 0.35 0.64
N -0.732433 2.857339 3.895280 0.07 0.10 0.16 0.04
C -1.197597 2.336443 2.706724 -0.26 -0.38 -0.38 -0.83
S -0.134564 2.633317 1.320267 0.07 -0.30 0.18 0.66
N -2.340210 1.726843 2.727997 0.23 0.19 0.31 -0.03
N -2.769207 1.330122 1.481729 0.08 0.17 -0.14 -0.08
C -3.934584 0.818538 1.406433 0.04 -0.06 -0.03 -0.11
C -4.544220 0.449383 0.141635 -0.03 0.07 -0.03 -0.16
C -5.741603 -0.273872 0.194802 -0.01 0.01 -0.02 -0.09
C -6.446677 -0.638031 -0.934788 0.01 0.04 0.00 -0.14
C -5.948347 -0.228073 -2.177799 -0.01 0.00 0.02 -0.13
C -4.785638 0.499284 -2.268800 0.04 -0.02 -0.04 -0.05
C -4.003622 0.856092 -1.129179 -0.05 -0.13 0.00 -0.41
O -2.903679 1.497664 -1.287779 0.16 -0.34 -0.09 -0.18
H 0.270795 2.897283 3.975497 -0.04 -0.01 0.00 0.05
H -1.218918 2.510262 4.708329 -0.01 0.00 -0.02 0.08
H -4.520537 0.663938 2.319051 0.03 0.03 0.02 0.11
H -6.119287 -0.550497 1.175515 0.00 -0.01 0.00 0.10
H -7.366033 -1.205029 -0.859758 0.01 0.00 0.00 0.08
H -6.487678 -0.482129 -3.085148 0.00 -0.01 0.01 0.09
H -4.397732 0.815040 -3.231395 -0.02 -0.01 0.01 0.10
C 3.160735 1.387906 2.392944 -0.03 -0.06 -0.04 -0.07
C 4.093117 2.074883 1.395784 -0.06 0.11 0.06 -0.36
C 5.349122 1.225918 1.162886 0.02 -0.01 -0.04 -0.06
C 3.463271 2.563408 0.093780 0.05 -0.14 -0.14 -0.12
C 3.824346 3.841038 -0.326583 0.06 -0.04 -0.02 -0.05
C 3.383427 4.366527 -1.529192 0.02 0.05 0.04 -0.08
C 2.569243 3.607578 -2.345817 -0.05 -0.05 -0.02 -0.04
C 2.164349 2.330376 -1.967991 -0.02 0.03 0.13 -0.12
C 1.270320 1.540903 -2.907188 0.09 -0.02 -0.04 -0.37
C -0.042458 2.267446 -3.200138 0.03 0.06 -0.08 -0.06
C 2.008412 1.221043 -4.211630 -0.01 -0.02 -0.01 -0.06
C 2.605866 1.817321 -0.735321 -0.11 0.19 0.03 -0.12
N 2.118366 0.549398 -0.317186 -0.16 -0.05 -0.08 0.02
B 0.743848 0.191403 0.020280 0.49 -0.28 -0.31 -0.60
N 0.843025 -1.251424 0.208105 -0.04 0.21 0.22 0.01
C 2.139333 -1.676720 -0.076078 -0.01 -0.01 0.06 -0.08
C 2.890388 -0.606762 -0.397314 0.09 -0.04 -0.08 -0.09
C -0.202576 -2.157676 0.545364 -0.04 -0.08 -0.07 -0.11
C -0.447775 -2.485908 1.888029 0.00 0.07 -0.17 -0.12
C -1.512453 -3.333873 2.171745 -0.01 0.03 0.02 -0.04
C -2.317816 -3.831529 1.161669 -0.06 -0.05 0.05 -0.07
C -2.047259 -3.520272 -0.158370 0.02 0.00 -0.07 -0.04
C -0.973146 -2.702568 -0.493068 0.03 -0.01 0.10 -0.12
C -0.634385 -2.442608 -1.950185 0.07 0.03 0.04 -0.36
C -0.492808 -3.753516 -2.726443 0.00 -0.02 -0.02 -0.07
C -1.651149 -1.524430 -2.619678 -0.10 0.10 -0.04 -0.05
C 0.417097 -1.953623 3.012399 0.02 0.01 -0.06 -0.37
C 1.266359 -3.069871 3.624191 0.04 -0.02 -0.01 -0.06
C -0.412180 -1.253838 4.086470 0.01 -0.07 0.07 -0.06
H 3.680683 1.261140 3.347245 -0.01 0.03 0.00 0.08
H 2.858291 0.401303 2.040666 0.03 -0.01 0.06 0.06
H 2.252127 1.970690 2.543120 0.03 -0.02 0.02 0.03
H 4.445005 2.994156 1.875390 -0.04 0.00 0.04 0.12
H 5.090541 0.206335 0.876875 0.01 0.03 -0.02 0.05
H 5.928560 1.167799 2.087979 0.00 -0.01 -0.01 0.07
H 5.986732 1.656454 0.387132 -0.02 -0.01 0.02 0.08
H 4.464299 4.438151 0.313858 0.00 -0.01 0.00 0.11
H 3.668846 5.370480 -1.821380 0.00 -0.02 0.00 0.10
H 2.224932 4.014835 -3.289618 0.00 -0.01 0.02 0.11
H 1.036204 0.591695 -2.425695 -0.06 -0.01 0.00 0.11
H 0.146698 3.211643 -3.719641 0.00 -0.01 -0.02 0.07
H -0.603328 2.489359 -2.292439 0.01 -0.04 0.03 0.05
H -0.680584 1.656519 -3.842833 0.00 -0.01 0.03 0.08
H 2.245484 2.132609 -4.766500 0.01 0.01 0.02 0.07
H 1.380200 0.597936 -4.853082 0.01 0.00 0.01 0.07
H 2.943042 0.688204 -4.023529 -0.01 0.00 0.01 0.08
H 2.414044 -2.719632 -0.047372 0.01 0.02 0.02 0.12
H 3.921144 -0.582462 -0.710648 -0.03 0.01 0.00 0.11
H -1.726540 -3.593581 3.202393 0.00 0.00 -0.02 0.11
H -3.158369 -4.471309 1.404884 0.01 0.03 0.00 0.10
H -2.679270 -3.921021 -0.942533 0.01 0.01 0.01 0.11
H 0.336147 -1.943764 -1.972600 -0.02 0.01 -0.03 0.12
H -1.440295 -4.295193 -2.769650 0.00 0.00 -0.01 0.07
H 0.248904 -4.410425 -2.266631 -0.01 0.01 0.00 0.08
H -0.183567 -3.549944 -3.754467 0.01 0.00 0.02 0.07
H -2.658674 -1.944973 -2.578874 -0.01 -0.02 0.00 0.08
H -1.392468 -1.361352 -3.669645 0.01 -0.05 0.00 0.08
H -1.699961 -0.539761 -2.148588 0.00 0.03 0.07 0.05
H 1.094360 -1.216987 2.580530 0.02 0.04 -0.01 0.12
H 0.635078 -3.838293 4.078879 -0.01 0.01 -0.02 0.07
H 1.919035 -2.668142 4.403567 0.00 -0.01 -0.02 0.07
H 1.891529 -3.552193 2.869459 -0.01 0.02 0.01 0.07
H -1.071328 -1.960867 4.598454 0.03 0.01 0.01 0.07
H -1.034212 -0.473660 3.655460 -0.06 0.15 -0.05 0.06
H 0.245508 -0.808031 4.838751 -0.04 0.00 -0.03 0.08

---

(2)
98
Properties=species:S:1:pos:R:3:forces:R:3:lowdin_charge:R:1 method="wB97M-V/def2-TZVPD" relative_energy_kj_mol=57.37 gap_ev=7.72 charge=+1 lumo_ev=-2.73
Tl 10.181235 16.135381 9.571157 -0.26 0.59 0.55 1.13
C 6.936747 18.350511 16.332395 -0.62 -0.08 0.01 -0.04
C 7.307904 19.496505 15.422971 0.20 0.98 0.93 -0.32
C 6.147596 20.469900 15.350943 -0.02 -0.38 -0.84 -0.16
C 6.559805 21.702039 14.578675 -0.32 0.39 -0.34 -0.12
C 7.194719 21.363557 13.232027 -0.40 0.06 0.67 -0.11
C 7.246228 22.297104 12.227065 -0.42 -0.30 0.75 0.06
C 7.863345 22.001861 11.025207 0.24 0.48 -0.38 -0.24
F 7.902020 22.987670 10.094350 0.07 -0.64 0.25 0.07
C 8.462599 20.796152 10.815506 0.41 -0.30 -0.16 0.05
C 8.401299 19.798494 11.830096 0.45 0.76 -0.80 -0.05
C 9.069290 18.525730 11.612032 -0.28 -0.46 -0.14 -0.31
O 9.687874 18.280109 10.542557 -0.34 0.56 0.04 -0.07
C 8.940254 17.592096 12.673059 0.09 -0.14 0.12 -0.04
C 8.359435 17.962809 13.852215 0.10 -0.01 0.09 0.05
N 7.736643 19.130773 14.068813 0.55 0.05 -0.87 0.04
C 7.774887 20.093244 13.034817 -0.46 -0.25 0.91 -0.06
C 9.577909 16.224170 12.554740 -0.04 0.41 -1.02 -0.58
O 10.376597 15.856737 13.379045 0.15 -0.42 0.49 0.10
O 9.226870 15.571160 11.467371 -0.03 -0.11 0.25 -0.16
H 6.514539 18.770793 17.243729 0.10 0.15 0.04 0.09
H 7.754555 17.737488 16.645823 0.55 -0.47 0.04 0.07
H 6.137036 17.732384 15.920005 0.15 -0.09 -0.21 0.10
H 8.148546 20.068370 15.901593 -0.46 -0.51 -0.42 0.18
H 5.921499 20.773194 16.339299 -0.21 0.26 1.14 0.11
H 5.214858 19.987954 14.987609 0.63 0.19 -0.21 0.15
H 7.294081 22.276722 15.175495 -0.30 -0.22 -0.22 0.14
H 5.655450 22.331134 14.486663 0.59 -0.02 -0.35 0.13
H 6.777180 23.242060 12.430651 0.01 0.40 -0.30 0.14
H 9.050638 20.617545 9.908276 -0.32 -0.01 0.42 0.14
H 8.438538 17.298461 14.698634 -0.18 -0.14 0.01 0.14
N 12.722517 13.510918 7.401812 0.75 -0.47 -0.06 0.22
C 12.150668 14.553906 7.953590 -1.24 0.51 -1.03 -0.54
O 10.899051 14.545387 8.062352 0.73 -0.87 -0.14 -0.08
C 12.934410 15.801574 8.263589 -0.34 -0.28 0.80 -0.15
C 12.298208 16.347251 9.560814 0.79 1.99 -1.03 -0.22
H 12.092557 12.729899 7.285951 0.48 -0.27 -0.38 0.14
H 13.707485 13.510018 7.144858 -0.57 -0.31 0.21 0.14
H 12.825915 16.460261 7.366123 0.00 -0.28 0.89 0.15
H 14.004481 15.610501 8.443431 -0.35 -0.11 -0.29 0.12
H 12.440669 17.437757 9.545573 0.03 -0.30 0.43 0.06
H 12.707328 15.945430 10.473269 0.18 -0.26 0.13 0.04
C 5.900977 16.022758 7.454224 -0.45 0.80 -0.61 -0.18
As 6.921280 17.002639 8.724366 -0.22 -0.07 -0.51 1.06
C 6.880289 18.896187 8.435023 -1.19 0.26 0.18 -0.16
C 6.389914 16.571391 10.503207 -0.71 -0.30 0.02 -0.16
O 8.469899 16.499459 8.309924 0.62 -0.27 0.43 -0.52
H 4.857779 16.302402 7.389535 -0.25 0.17 0.26 0.05
H 5.965597 14.986322 7.672237 0.15 -0.95 0.37 0.04
H 6.324750 16.183637 6.467416 0.25 0.11 -0.01 0.05
H 5.915294 19.420509 8.689012 1.00 -0.74 -0.20 0.08
H 7.170524 19.110977 7.421027 -0.14 -0.12 -0.56 0.05
H 7.689360 19.263401 9.029765 0.32 0.27 0.61 -0.01
H 5.568725 15.830543 10.513945 0.23 0.58 -0.19 0.07
H 6.103905 17.504421 10.980419 -0.17 -0.04 0.19 0.05
H 7.213756 16.119049 11.030916 0.52 -0.04 0.11 0.01
C 12.039962 12.230172 16.490128 -0.33 1.60 -0.45 0.01
O 11.952092 12.439664 15.061833 0.16 0.04 -0.14 -0.10
C 10.750806 12.360480 14.465522 0.57 -0.50 -0.36 -0.60
O 9.693745 12.218997 15.004416 -0.35 0.26 0.46 0.11
C 10.872739 12.350877 12.964324 0.72 0.12 -0.30 -0.30
C 10.552127 11.224944 12.295566 -0.59 0.09 0.52 -0.36
As 11.123414 9.727841 13.361558 0.49 -0.26 0.44 1.38
C 10.765393 8.139666 12.293012 0.59 0.56 -1.44 -0.28
C 12.956846 10.219325 12.669100 -0.01 0.04 0.21 -0.26
C 13.458387 11.409746 12.331714 -0.79 0.11 0.20 -0.25
As 12.378814 13.114923 11.973481 -0.44 -0.09 0.04 1.35
C 13.310122 14.313314 13.176225 -0.16 -0.16 0.82 -0.27
C 14.938152 11.602990 12.244280 -0.10 0.31 -0.19 -0.52
O 15.669373 11.336102 13.140869 0.43 -0.07 0.37 0.18
O 15.416882 12.253036 11.140361 -0.28 -0.53 0.36 -0.03
C 14.721418 12.017285 9.934791 -0.51 1.37 -1.04 -0.11
C 13.865586 9.036344 12.822328 -0.18 0.13 0.08 -0.56
O 14.084662 8.526145 13.884322 -0.13 0.08 -0.01 0.14
O 14.429669 8.570455 11.708402 0.88 -0.70 -0.05 0.00
C 13.835535 8.638878 10.421960 -0.71 0.08 0.37 -0.04
C 10.482472 11.078692 10.834490 0.68 -0.10 -1.24 -0.55
O 11.267628 10.484702 10.105036 -0.58 0.43 0.76 0.03
O 9.361269 11.628945 10.363750 -0.01 0.05 0.42 -0.01
C 9.112951 11.422835 8.981511 -0.93 -0.33 -0.25 -0.03
H 12.478558 11.277991 16.671491 0.28 -0.73 0.13 0.09
H 11.034390 12.321516 16.856634 -0.32 -0.24 0.57 0.08
H 12.653596 13.049118 16.909415 -0.20 -0.52 -0.30 0.11
H 9.703019 7.964438 12.349191 -0.33 -0.28 0.16 0.02
H 11.337763 7.289575 12.668374 -0.13 0.11 0.04 0.04
H 11.021700 8.347056 11.223277 -0.17 -0.36 0.88 0.03
H 13.470225 13.819124 14.146541 -0.07 0.36 -0.43 0.04
H 12.782370 15.270983 13.310910 0.16 -0.48 -0.19 0.03
H 14.263388 14.445404 12.690822 0.47 0.33 -0.11 0.02
H 15.240817 11.298968 9.303238 0.03 -0.16 0.15 0.10
H 14.703131 12.998566 9.416479 0.15 -0.53 0.07 0.08
H 13.658389 11.761302 10.058196 0.49 -0.32 0.08 0.04
H 13.298762 7.720469 10.218830 -0.02 -0.37 0.04 0.10
H 14.610283 8.745996 9.693445 0.56 0.16 -0.33 0.09
H 13.116176 9.438683 10.368060 -0.07 0.37 -0.18 0.04
H 9.506758 12.248714 8.407734 0.08 0.27 -0.18 0.08
H 8.023203 11.335720 8.867826 0.35 0.30 0.05 0.10
H 9.543279 10.491798 8.649101 0.26 -0.20 -0.11 0.09